Record 1
90
Properties=species:S:1:pos:R:3:lowdin_charge:R:1 method="wB97M-V/def2-TZVPD" fmax_ha_per_bohr=0.203 e_above_lowest_kj_mol=310.6 e_tot_ha=-1770.9259 orbital_gap_ev=8.03 lumo_energy_ha=-0.008 charge=0 e_homo_ev=-8.3
C 2.965 -1.074 -4.495 -0.022
N 2.224 -0.135 -3.655 -0.320
C 0.871 -0.589 -3.428 -0.024
C 2.942 -0.091 -2.291 0.025
C 2.197 1.140 -4.375 -0.070
C 1.518 2.312 -3.562 -0.256
O 1.842 3.451 -4.195 -0.008
H 3.004 -2.027 -4.015 0.107
H 3.909 -0.734 -4.759 0.082
H 2.545 -1.477 -5.468 0.145
H 0.786 -1.576 -3.006 0.117
H 0.383 -0.861 -4.237 0.057
H 0.183 -0.114 -2.737 0.117
H 2.912 -0.939 -1.543 0.133
H 2.643 0.718 -1.728 0.050
H 4.044 0.024 -2.324 0.115
H 1.770 1.259 -5.347 0.138
H 3.385 1.353 -4.451 0.189
H 1.821 2.383 -2.576 0.094
H 0.431 2.281 -3.600 0.135
H 1.443 4.208 -3.862 0.078
N 0.255 0.159 0.170 -0.592
O -0.845 -0.217 -0.342 -0.081
O 1.165 -0.704 0.314 -0.086
O 0.587 1.327 0.220 -0.037
C 1.050 -0.212 4.189 -0.142
C 1.932 0.296 5.325 -0.170
C 1.885 1.810 5.189 -0.252
O 0.818 2.182 4.439 -0.096
C 0.496 1.127 3.577 -0.150
H 0.294 -1.036 4.661 0.155
H 1.656 -0.714 3.532 0.051
H 2.793 -0.275 5.184 0.081
H 1.592 -0.059 6.306 0.111
H 2.980 2.405 4.839 0.168
H 1.817 2.227 6.111 0.067
H 1.284 1.347 2.732 0.136
H -0.354 0.978 3.199 0.031
C 3.936 1.112 1.739 -0.155
C 5.053 0.238 1.148 -0.191
C 6.163 1.171 1.055 -0.210
O 5.949 2.208 2.061 -0.143
C 4.572 2.471 2.155 -0.201
H 3.509 0.563 2.719 0.146
H 3.223 1.415 0.985 0.078
H 4.496 -0.070 0.258 0.105
H 5.186 -0.292 2.031 0.093
H 6.097 1.690 0.071 0.123
H 7.169 0.582 1.339 0.166
H 4.265 3.235 1.442 0.116
H 4.206 2.709 3.089 0.062
C -2.898 -1.912 1.773 -0.152
C -4.032 -2.680 2.425 -0.173
C -3.456 -3.144 3.748 -0.246
O -2.149 -3.459 3.347 -0.146
C -1.643 -2.464 2.515 -0.179
H -2.720 -0.877 1.711 0.049
H -2.791 -1.978 0.629 0.110
H -4.203 -3.673 1.861 0.135
H -5.037 -2.078 2.580 0.140
H -3.907 -4.114 4.223 0.146
H -3.489 -2.419 4.617 0.126
H -0.744 -2.702 2.084 0.110
H -1.474 -1.739 3.126 0.036
C -3.532 -3.050 -4.663 -0.158
C -3.815 -1.854 -3.859 -0.176
C -2.660 -1.802 -2.773 -0.171
O -1.580 -2.447 -3.408 -0.189
C -2.206 -3.571 -4.042 -0.200
H -3.492 -2.679 -5.638 0.083
H -4.375 -3.920 -4.360 0.178
H -4.631 -1.746 -3.394 0.033
H -3.755 -0.933 -4.396 0.109
H -2.939 -2.378 -1.769 0.153
H -2.250 -0.838 -2.560 0.090
H -2.402 -4.433 -3.231 0.155
H -1.437 -3.929 -4.738 0.110
C -4.344 1.947 1.551 -0.261
C -2.917 1.956 1.235 -0.181
C -2.745 2.689 -0.086 -0.168
O -4.040 3.388 -0.150 -0.159
C -5.064 2.481 0.475 -0.206
H -4.831 2.410 2.549 0.162
H -4.712 0.905 1.622 0.114
H -2.296 1.058 1.200 0.072
H -2.319 2.816 1.772 0.155
H -2.831 1.892 -0.891 0.137
H -2.070 3.400 0.057 0.069
H -5.305 1.772 -0.220 0.086
H -5.957 2.920 0.997 0.141

=====

Record 2
86
Properties=species:S:1:pos:R:3:lowdin_charge:R:1 method="wB97M-V/def2-TZVPD" fmax_ha_per_bohr=0.065 e_tot_ha=-6598.3600 orbital_gap_ev=9.58 lumo_energy_ha=-0.007 charge=0 smiles=C#CC[Si@H](B(O)OC)[C@@H](Br)[C@H](C)Br.CCCCCC.CCCCCC.CCCCCC e_homo_ev=-9.8
C -2.483 -4.275 0.761 0.071
C -3.016 -3.228 0.401 -0.189
C -4.031 -2.031 0.184 -0.285
Si -3.174 -0.700 -0.896 0.695
B -1.607 -1.341 -1.887 -0.616
O -1.732 -1.469 -3.322 0.050
O -0.342 -1.682 -1.333 -0.074
C 0.641 -0.867 -2.070 -0.068
C -2.826 0.907 0.130 -0.802
Br -4.311 1.261 1.432 0.630
C -1.390 0.921 0.809 -0.719
C -1.318 0.094 2.181 -0.163
Br -1.057 2.846 1.330 0.611
H -2.222 -5.334 1.034 0.054
H -4.430 -1.661 1.172 0.054
H -4.931 -2.416 -0.405 0.090
H -4.178 -0.291 -1.912 0.000
H -2.151 -0.615 -3.582 0.095
H 0.183 0.172 -2.156 0.096
H 0.836 -1.292 -3.107 0.106
H 1.622 -0.864 -1.505 0.101
H -2.871 1.791 -0.592 0.056
H -0.551 0.663 0.096 0.076
H -0.435 -0.610 2.156 0.080
H -2.254 -0.524 2.320 0.053
H -1.184 0.763 3.088 0.061
C 2.880 2.827 1.461 -0.115
C 3.628 1.688 2.141 -0.267
C 2.756 0.878 3.100 -0.221
C 2.193 1.660 4.290 -0.228
C 3.237 2.336 5.180 -0.269
C 4.184 1.350 5.853 -0.113
H 2.522 3.564 2.184 0.068
H 3.539 3.346 0.760 0.072
H 2.021 2.447 0.900 0.039
H 4.505 2.084 2.661 0.100
H 4.010 1.013 1.367 0.087
H 3.336 0.025 3.467 0.100
H 1.915 0.451 2.541 0.094
H 1.596 0.974 4.902 0.110
H 1.494 2.422 3.928 0.093
H 2.713 2.900 5.958 0.105
H 3.814 3.066 4.606 0.099
H 3.631 0.633 6.466 0.075
H 4.881 1.882 6.505 0.069
H 4.775 0.794 5.121 0.063
C 9.687 -0.974 0.359 -0.114
C 8.361 -0.230 0.270 -0.272
C 7.398 -0.569 1.408 -0.227
C 6.950 -2.034 1.471 -0.226
C 6.272 -2.567 0.208 -0.269
C 4.976 -1.843 -0.130 -0.119
H 9.550 -2.056 0.279 0.066
H 10.349 -0.666 -0.454 0.069
H 10.192 -0.759 1.305 0.075
H 7.894 -0.427 -0.699 0.098
H 8.565 0.846 0.299 0.105
H 6.518 0.077 1.326 0.088
H 7.871 -0.313 2.362 0.110
H 6.263 -2.146 2.318 0.108
H 7.813 -2.668 1.701 0.101
H 6.048 -3.628 0.360 0.105
H 6.956 -2.516 -0.644 0.099
H 4.261 -1.916 0.694 0.073
H 4.516 -2.290 -1.015 0.068
H 5.148 -0.786 -0.345 0.061
C -6.924 1.231 -1.851 -0.123
C -8.289 0.824 -2.393 -0.267
C -8.239 -0.411 -3.293 -0.227
C -7.410 -0.254 -4.571 -0.230
C -7.837 0.890 -5.492 -0.273
C -9.251 0.729 -6.036 -0.114
H -6.239 1.513 -2.655 0.065
H -7.024 2.093 -1.187 0.071
H -6.472 0.415 -1.281 0.048
H -8.740 1.668 -2.924 0.099
H -8.948 0.608 -1.546 0.106
H -9.263 -0.694 -3.556 0.101
H -7.833 -1.251 -2.720 0.107
H -7.457 -1.196 -5.129 0.110
H -6.356 -0.117 -4.307 0.095
H -7.142 0.929 -6.337 0.104
H -7.748 1.850 -4.975 0.098
H -9.351 -0.207 -6.591 0.075
H -9.488 1.551 -6.716 0.069
H -9.995 0.738 -5.236 0.066

=====

Record 3
86
Properties=species:S:1:pos:R:3:lowdin_spin:R:1 method="wB97M-V/def2-TZVPD" fmax_ha_per_bohr=0.114 e_above_lowest_kj_mol=374.6 e_tot_ha=-2920.5747 orbital_gap_ev="3.62 / 6.41" multiplicity=6 lumo_energy_ha="-0.004 / -0.005" charge=0 e_homo_ev="-3.7 / -6.5"
O -1.801 -3.227 -1.714 0.000
O -3.118 -2.058 -3.166 0.000
C -0.355 -3.005 -1.735 0.002
C 0.361 -4.264 -1.320 0.000
H -0.110 -2.174 -1.054 0.001
H -0.101 -2.710 -2.761 0.000
H 0.285 -4.427 -0.240 0.000
H 1.421 -4.166 -1.562 0.000
H -0.029 -5.145 -1.845 0.000
C -2.385 -3.403 -0.368 0.000
C -3.793 -3.886 -0.539 0.000
H -2.327 -2.443 0.166 0.000
H -1.752 -4.134 0.144 0.000
H -4.419 -3.179 -1.091 0.000
H -4.234 -4.017 0.453 0.000
H -3.815 -4.857 -1.048 0.000
C -3.414 -0.649 -2.934 0.001
C -2.680 -2.308 -4.533 0.000
C -3.484 -0.348 -1.468 0.003
H -4.371 -0.474 -3.437 0.000
H -2.657 -0.024 -3.433 0.001
H -4.125 -1.053 -0.927 0.000
H -3.903 0.655 -1.346 0.000
H -2.487 -0.326 -1.007 0.002
C -2.851 -3.763 -4.852 0.000
H -1.632 -1.989 -4.621 0.000
H -3.294 -1.680 -5.184 0.000
H -2.298 -4.410 -4.167 0.000
H -2.466 -3.943 -5.857 0.000
H -3.908 -4.044 -4.835 0.000
H -2.463 -2.633 -2.414 0.000
Mn 0.895 1.322 1.121 4.255
C 0.063 1.241 -0.511 0.113
Si 1.107 1.772 -2.012 0.037
H -0.906 1.776 -0.523 0.024
H -0.201 0.163 -0.643 0.027
C 2.114 0.344 -2.696 0.002
C 2.217 3.228 -1.629 0.015
C -0.122 2.305 -3.332 0.011
C 2.643 0.428 0.933 0.063
Si 3.892 1.134 2.152 0.040
H 3.000 0.469 -0.111 0.015
H 2.447 -0.644 1.154 0.013
C 4.303 2.899 1.659 0.011
C 5.439 0.073 2.046 0.010
C 3.279 1.108 3.924 0.009
H 0.356 3.004 -4.033 0.002
H -0.983 2.816 -2.879 0.001
H -0.495 1.448 -3.910 0.001
H 2.758 -0.139 -1.954 0.001
H 2.755 0.710 -3.512 0.001
H 1.448 -0.425 -3.113 0.000
H 2.305 3.478 -0.565 0.008
H 1.821 4.113 -2.149 0.001
H 3.226 3.034 -2.018 0.001
H 5.379 -0.604 1.183 0.000
H 5.553 -0.536 2.953 0.001
H 6.338 0.694 1.935 0.001
H 2.435 0.420 4.071 0.000
H 2.969 2.106 4.262 0.001
H 4.106 0.776 4.571 0.001
H 5.350 3.097 1.935 0.001
H 3.676 3.632 2.184 0.002
H 4.206 3.066 0.578 0.001
C -1.678 2.848 1.700 0.013
N -0.237 2.924 2.044 0.056
C 0.271 4.271 1.706 0.020
C -0.099 2.648 3.515 0.020
C -0.254 1.168 3.719 0.037
C -0.675 0.630 4.945 0.000
C -0.789 -0.758 5.079 0.029
C -0.474 -1.594 4.007 0.001
C -0.036 -1.048 2.782 0.041
C 0.090 0.331 2.651 0.075
H -1.836 3.208 0.677 0.001
H -2.250 3.491 2.389 0.001
H -2.044 1.816 1.775 0.003
H -0.341 5.040 2.205 0.004
H 1.315 4.375 2.035 0.003
H 0.226 4.423 0.618 0.002
H 0.883 3.020 3.865 0.003
H -0.863 3.232 4.062 0.002
H -0.917 1.311 5.764 0.000
H -1.120 -1.182 6.030 0.002
H -0.553 -2.677 4.114 0.000
H 0.217 -1.697 1.941 0.005

=====

Record 4
93
Properties=species:S:1:pos:R:3:lowdin_charge:R:1 method="wB97M-V/def2-TZVPD" fmax_ha_per_bohr=0.048 e_above_lowest_kj_mol=0.0 e_tot_ha=-3202.8706 orbital_gap_ev=6.36 lumo_energy_ha=-0.163 charge=+1 e_homo_ev=-10.8
N 3.489 -0.330 0.751 0.003
C 3.529 -0.899 2.124 -0.211
C 2.164 -1.497 2.524 -0.217
C 2.161 -2.393 3.786 -0.177
B 3.176 -1.899 4.988 -0.445
C 4.399 -2.966 5.321 -0.170
C 4.891 -3.712 4.137 -0.772
O 4.407 -4.712 3.710 -0.012
Cl 6.359 -3.117 3.234 0.601
H 4.458 -0.288 0.455 0.081
H 3.186 0.633 0.813 0.065
H 4.347 -1.612 2.183 0.091
H 3.680 -0.047 2.784 0.116
H 1.849 -2.201 1.623 0.142
H 1.442 -0.626 2.619 0.135
H 2.295 -3.426 3.447 0.097
H 1.132 -2.345 4.196 0.087
H 2.520 -1.795 6.002 0.055
H 3.667 -0.805 4.813 0.053
H 4.133 -3.622 6.151 0.107
H 5.243 -2.371 5.687 0.086
C 4.400 -11.748 2.041 -0.044
O 4.211 -10.593 2.857 0.004
C 4.213 -9.442 2.183 -0.630
O 4.355 -9.323 0.996 0.120
O 4.029 -8.454 3.053 0.013
C 4.009 -7.147 2.467 -0.043
H 4.380 -12.613 2.699 0.092
H 3.596 -11.841 1.313 0.096
H 5.366 -11.711 1.539 0.097
H 3.187 -7.062 1.753 0.098
H 4.959 -6.928 1.983 0.103
H 3.853 -6.431 3.260 0.049
C -1.737 0.169 2.064 -0.071
C -1.309 1.626 1.953 -0.232
C -2.511 2.524 1.674 -0.212
C -2.998 2.442 0.224 -0.256
P -2.077 3.334 -1.029 1.018
C -1.868 5.027 -0.416 -0.271
C -3.078 5.841 0.065 -0.220
C -4.044 6.390 -0.994 -0.257
C -3.383 7.116 -2.160 -0.095
C -3.067 3.475 -2.513 -0.261
C -3.488 2.257 -3.348 -0.216
C -2.395 1.554 -4.151 -0.258
C -1.474 2.473 -4.945 -0.118
C -0.360 2.857 -1.277 -0.255
C 0.195 1.531 -1.824 -0.201
C -0.419 0.213 -1.317 -0.210
C 0.532 -0.551 -0.398 -0.122
H -2.258 -0.183 1.181 0.059
H -0.852 -0.492 2.201 0.028
H -2.391 0.020 2.923 0.110
H -0.545 1.743 1.181 0.079
H -0.836 1.931 2.890 0.124
H -2.259 3.555 1.930 0.104
H -3.328 2.246 2.342 0.129
H -4.004 2.879 0.192 0.111
H -3.149 1.400 -0.068 0.097
H -1.305 5.586 -1.167 0.100
H -1.182 4.942 0.433 0.099
H -2.684 6.696 0.618 0.123
H -3.657 5.256 0.784 0.104
H -4.722 7.084 -0.494 0.116
H -4.688 5.591 -1.366 0.087
H -2.919 8.047 -1.829 0.086
H -4.130 7.365 -2.914 0.083
H -2.619 6.514 -2.655 0.051
H -2.634 4.244 -3.156 0.097
H -4.014 3.893 -2.163 0.088
H -4.249 2.599 -4.051 0.085
H -3.980 1.524 -2.702 0.116
H -2.868 0.852 -4.840 0.094
H -1.808 0.931 -3.472 0.073
H -2.007 2.941 -5.772 0.052
H -0.645 1.901 -5.362 0.079
H -1.036 3.264 -4.329 0.057
H 0.143 3.048 -0.323 0.094
H 0.033 3.637 -1.940 0.108
H 1.269 1.528 -1.621 0.119
H 0.139 1.555 -2.912 0.090
H -0.630 -0.437 -2.167 0.121
H -1.377 0.372 -0.821 0.081
H 1.407 -0.906 -0.938 0.100
H 0.002 -1.438 0.013 0.018
H 0.885 0.084 0.429 0.056
Be 0.386 -1.739 1.651 0.707
C -3.939 1.864 -8.363 -0.989
Cl -2.500 0.888 -8.043 0.533
Cl -4.786 2.297 -6.870 0.535
H -3.639 2.774 -8.869 0.030
H -4.614 1.295 -8.992 0.030
F -1.618 -2.104 0.332 -0.495

=====

Record 5
92
Properties=species:S:1:pos:R:3:lowdin_charge:R:1 method="wB97M-V/def2-TZVPD" fmax_ha_per_bohr=0.107 e_tot_ha=-1912.8700 orbital_gap_ev=6.39 lumo_energy_ha=-0.136 charge=+1 e_homo_ev=-10.1
C -2.921 6.778 9.013 -0.109
C -3.511 5.265 8.915 -0.259
C -4.596 5.167 7.713 -0.664
I -6.207 3.788 8.279 0.889
N -3.847 4.737 6.490 -0.126
C -3.100 5.631 5.632 0.034
N -2.500 4.808 4.599 0.102
C -2.836 3.412 4.776 -0.104
C -2.408 2.101 3.958 -0.126
C -2.651 0.720 4.740 -0.186
C -1.390 0.170 5.572 -0.155
C -0.707 1.225 6.566 -0.176
N 0.734 1.526 6.298 -0.140
C 1.019 1.865 4.874 -0.105
C 1.147 2.685 7.137 -0.380
C 0.818 4.224 6.781 -0.026
O 1.777 2.500 8.223 0.051
C -3.747 3.358 6.053 0.013
H -2.296 6.942 8.060 0.059
H -2.230 6.934 9.909 0.090
H -3.771 7.560 9.010 0.091
H -3.964 4.959 9.920 0.095
H -2.610 4.603 8.640 0.116
H -5.084 6.176 7.502 0.104
H -3.042 6.751 5.817 0.162
H -1.878 5.155 3.842 0.179
H -3.111 2.074 3.036 0.131
H -1.346 2.177 3.505 0.113
H -2.866 -0.072 3.922 0.124
H -3.585 0.712 5.411 0.106
H -0.649 -0.342 4.844 0.114
H -1.797 -0.701 6.220 0.124
H -0.742 0.754 7.625 0.141
H -1.264 2.228 6.665 0.097
H 2.145 2.138 4.822 0.117
H 0.469 2.806 4.487 0.074
H 0.884 0.996 4.140 0.090
H 0.900 4.890 7.712 0.096
H 1.523 4.604 5.944 0.096
H -0.247 4.296 6.324 0.050
H -4.190 2.410 6.525 0.097
C 2.448 -2.837 0.005 -0.063
C 2.799 -2.081 1.283 -0.423
C 1.725 -2.201 2.384 -0.199
O 0.571 -1.389 2.169 -0.221
C -0.387 -1.950 1.285 -0.104
N 3.074 -0.678 0.947 0.040
H 1.695 -2.323 -0.595 0.063
H 3.334 -2.946 -0.627 0.067
H 2.078 -3.841 0.232 0.086
H 3.720 -2.525 1.677 0.138
H 2.163 -1.843 3.322 0.118
H 1.437 -3.245 2.555 0.121
H -0.438 -3.039 1.370 0.095
H -0.165 -1.658 0.257 0.076
H -1.366 -1.536 1.540 0.078
H 3.401 -0.199 1.785 0.067
H 2.177 -0.232 0.750 0.066
C 2.464 -2.853 -6.572 -0.063
C 1.320 -2.788 -5.564 -0.429
C 1.725 -2.166 -4.211 -0.203
O 2.476 -3.035 -3.368 -0.209
C 3.862 -3.090 -3.666 -0.102
N 0.760 -4.135 -5.393 0.038
H 3.175 -3.652 -6.352 0.067
H 2.075 -3.043 -7.576 0.055
H 3.013 -1.907 -6.603 0.083
H 0.544 -2.148 -5.999 0.134
H 0.807 -1.942 -3.657 0.116
H 2.246 -1.211 -4.347 0.119
H 4.247 -2.128 -4.017 0.094
H 4.057 -3.871 -4.403 0.076
H 4.393 -3.363 -2.751 0.078
H -0.063 -4.072 -4.795 0.069
H 1.423 -4.670 -4.832 0.070
C 1.155 -4.175 -10.485 -0.069
C 0.308 -2.908 -10.402 -0.434
C -0.744 -2.796 -11.524 -0.203
O -0.214 -2.411 -12.789 -0.193
C 0.353 -3.472 -13.538 -0.107
N 1.199 -1.740 -10.379 0.037
H 1.913 -4.124 -11.269 0.066
H 1.686 -4.339 -9.543 0.063
H 0.530 -5.053 -10.670 0.081
H -0.233 -2.945 -9.449 0.132
H -1.448 -2.003 -11.248 0.120
H -1.336 -3.716 -11.616 0.118
H -0.178 -4.416 -13.384 0.091
H 1.411 -3.585 -13.289 0.074
H 0.291 -3.209 -14.597 0.088
H 0.635 -0.905 -10.227 0.072
H 1.560 -1.616 -11.326 0.071